Arrangement 1

Entry from the OMol25 dataset: a structure of composition CH6N2O3 (wB97M-V/def2-TZVPD).

```
12
Properties=species:S:1:pos:R:3:lowdin_charge:R:1
C 0.53 0.03 -0.06 -0.622
N 0.94 1.31 0.50 0.075
N 1.63 -0.79 -0.41 0.079
O -0.48 -0.64 0.58 0.008
H 2.53 -0.44 -0.11 0.072
H 1.34 1.16 1.42 0.074
H 0.12 1.91 0.60 0.078
H 1.54 -1.77 -0.19 0.077
O -1.69 -0.20 -0.58 -0.124
O -3.02 0.01 -0.31 0.014
H -3.42 -0.88 -0.40 0.114
H -0.04 0.31 -1.04 0.156
```

=====

Arrangement 2

Entry from the OMol25 dataset: the molecule CH6N2O3 (wB97M-V/def2-TZVPD).

```
12
Properties=species:S:1:pos:R:3:lowdin_charge:R:1
C -0.52 -0.08 -0.25 -0.730
N 1.24 -0.35 0.14 0.002
N -1.34 -0.61 0.73 0.149
O -0.68 1.24 -0.43 0.060
O -0.30 -0.82 -1.36 0.011
O 1.75 1.03 0.22 -0.153
H 0.24 1.55 -0.60 0.098
H -1.36 -0.76 -1.50 0.187
H 2.47 1.01 -0.43 0.095
H 1.16 -0.60 1.12 0.063
H -1.26 -1.61 0.83 0.108
H -1.40 0.00 1.53 0.112
```

=====

Stability, highest: arrangement 2